[1]
The following is a DFT calculation (ωB97M-V/def2-TZVPD) of a 2-piece molecular cluster, C5H14N3OS overall at a distorted geometry.

Geometry as XYZ:
```
24
Properties=species:S:1:pos:R:3
C -1.2991 -2.0369 -0.0216
C 3.8368 0.9141 0.8424
C -2.1700 2.3960 -1.1955
C -2.0675 -0.7379 -0.0217
C 2.5635 0.3493 0.5286
N -1.9466 -3.0904 0.3992
N -1.0649 0.3362 0.2314
N 2.2183 -0.4205 -0.4883
O -0.1481 -1.9980 -0.3361
S -1.5732 1.8921 0.4787
H 4.6556 0.7175 0.0768
H 3.5656 2.0740 0.8890
H 4.2439 0.8390 1.9221
H -2.0136 3.4802 -1.2884
H -3.2658 2.3063 -1.2945
H -1.5525 1.9935 -1.9938
H -2.9514 -0.5769 0.5592
H -2.2657 -0.5630 -1.0903
H 1.8484 0.4669 1.2787
H -2.9290 -3.1705 0.7641
H -1.3277 -3.8782 0.6774
H 2.7693 -0.4310 -1.3485
H -0.4316 0.0309 1.0140
H 1.3055 -0.8930 -0.5828
```

Calculated values
Gap between HOMO and LUMO ... 6.52 eV
Energy above the lowest of the compared OMol25 structures with the same formula, charge and spin ... 4.7 kcal/mol
Lowest unoccupied orbital energy ... -4.35 eV
Charge ... +1



[2]
The following is a DFT calculation (ωB97M-V/def2-TZVPD) of C5H14N4 as an isolated structure at a distorted geometry.

Geometry as XYZ:
```
23
Properties=species:S:1:pos:R:3
C -1.5606 -0.9340 -0.8180
C -0.5413 0.3917 -1.0113
C -1.0298 1.7171 -1.0795
C 0.5804 0.2852 -2.1263
C 1.7202 0.0889 1.7332
H -2.3373 -0.8451 -1.5951
H -0.7146 -1.8917 -1.1612
H -1.9983 -1.1924 0.2078
H -1.9916 1.9251 -1.8389
H -0.1217 2.3304 -1.2439
H -1.5275 1.9943 -0.0250
H 1.4965 1.2678 -2.4963
H 0.1499 -0.1656 -3.3368
H 1.1174 -0.7444 -1.8340
H 0.4914 -1.1996 0.0159
H 2.8604 0.1258 1.7992
H 1.9200 -1.8767 2.7089
H -0.0672 0.0047 3.8939
H -0.8543 0.0847 1.9657
N 0.1794 -0.1622 0.3084
N 1.2812 0.6532 0.6201
N 1.0622 -1.0609 2.3555
N -0.1146 -0.7965 2.9577
```

Calculated values
Gap between HOMO and LUMO ... 8.67 eV
Energy above the lowest of the compared OMol25 structures with the same formula, charge and spin ... 272.4 kcal/mol
Lowest unoccupied orbital energy ... 0.63 eV
Charge ... 0



[3]
The following is a DFT calculation (ωB97M-V/def2-TZVPD) of an isolated ion of composition C5H14N4 and charge +2 at a distorted geometry.

Geometry as XYZ:
```
23
Properties=species:S:1:pos:R:3
C 1.7222 -2.3857 -0.4363
N 1.9118 -1.0431 0.0581
C 1.0581 -0.0379 0.3617
N 1.2369 1.2416 0.4296
C 2.3164 2.1311 0.1406
N -0.3674 -0.3815 0.7059
C -1.3648 0.1250 -0.0385
N -2.5681 -0.0994 0.3017
C -3.6994 0.5094 -0.4220
H 0.8465 -2.9553 -0.1867
H 1.7986 -2.2779 -1.5965
H 2.4095 -3.1142 -0.2514
H 2.9478 -0.9085 0.1291
H 0.3378 1.7305 0.8113
H 3.2581 1.6460 0.3630
H 2.5376 2.2578 -0.8741
H 2.0223 3.0230 0.5951
H -0.5735 -1.1891 1.2689
H -0.9835 0.8357 -0.7646
H -2.8430 -0.7839 1.0381
H -4.4096 -0.3263 -0.6631
H -3.3042 1.0299 -1.3663
H -4.2902 0.9727 0.3966
```

Calculated values
Gap between HOMO and LUMO ... 10.40 eV
Energy above the lowest of the compared OMol25 structures with the same formula, charge and spin ... 42.6 kcal/mol
Lowest unoccupied orbital energy ... -7.76 eV
Charge ... +2



[4]
The following is a DFT calculation (ωB97M-V/def2-TZVPD) of a 2-piece molecular cluster, C5H14N4O overall at a distorted geometry.

Geometry as XYZ:
```
24
Properties=species:S:1:pos:R:3
C -0.7516 2.1991 -0.2452
C -0.9236 0.8548 -0.9016
N -0.4162 0.7124 -2.1645
N -1.4305 -0.1821 -0.3045
N -2.2817 0.0066 0.7749
H -0.1698 2.0750 0.6678
H -1.7270 2.6126 0.0150
H -0.2383 2.8817 -0.9164
H 0.4777 1.1634 -2.3027
H -0.3802 -0.2554 -2.4776
H -2.9357 -0.6800 1.1313
H -2.8795 0.8320 0.6920
C 0.8237 -2.0818 -0.2034
C 0.9940 -0.7744 0.5148
C 0.6615 -0.7589 1.9786
N 1.8459 0.1472 0.1775
O 2.3409 0.0649 -1.1636
H -0.2473 -2.2210 -0.3623
H 1.3148 -2.0745 -1.1732
H 1.1860 -2.9241 0.3816
H 0.9916 0.1598 2.4574
H 1.0903 -1.6124 2.4989
H -0.4229 -0.8335 2.0733
H 3.0779 0.6886 -1.1481
```

Calculated values
Gap between HOMO and LUMO ... 8.41 eV
Energy above the lowest of the compared OMol25 structures with the same formula, charge and spin ... 81.1 kcal/mol
Lowest unoccupied orbital energy ... 0.92 eV
Charge ... 0



[5]
The following is a DFT calculation (ωB97M-V/def2-TZVPD) of a 2-piece molecular cluster, C5H14N4O2 overall at a distorted geometry.

Geometry as XYZ:
```
25
Properties=species:S:1:pos:R:3
H 0.3360 1.1465 -0.3973
N 0.9407 0.3476 -0.2398
C 2.1989 0.6494 -0.2728
N 2.7244 1.9086 -0.4425
C 3.2244 -0.4422 -0.0620
N 2.6937 -1.7579 0.2416
H 2.1286 2.6237 -0.8502
H 3.6855 1.9690 -0.7408
H 3.9039 -0.1377 0.7369
H 3.8444 -0.5055 -0.9686
H 2.0019 -1.9775 -0.4813
H 2.1709 -1.6754 1.0712
C -3.8499 -0.1239 -0.9979
O -3.2059 0.5119 0.0987
C -1.9671 0.0876 0.3860
C -1.3302 0.7808 1.5459
N -1.4323 -0.8409 -0.3166
O -0.1464 -1.1300 0.1575
H -3.2778 0.0348 -1.9188
H -4.8311 0.3408 -1.0906
H -3.9554 -1.1966 -0.8120
H -1.0667 0.0468 2.3139
H -0.4088 1.2704 1.2510
H -2.0095 1.5158 1.9527
H 0.1552 -1.8227 -0.4094
```

Calculated values
Gap between HOMO and LUMO ... 7.57 eV
Energy above the lowest of the compared OMol25 structures with the same formula, charge and spin ... 77.3 kcal/mol
Lowest unoccupied orbital energy ... 0.79 eV
Charge ... 0



[6]
The following is a DFT calculation (ωB97M-V/def2-TZVPD) of a 2-piece molecular cluster, C5H14NO overall at a distorted geometry.

Geometry as XYZ:
```
21
Properties=species:S:1:pos:R:3
C 1.1072 -2.1841 -0.1433
C -0.4184 -2.0479 -0.1226
C -0.9275 -0.8614 -0.9899
C -0.0567 0.3941 -0.9134
C 0.9860 1.9788 0.4581
N 0.1306 0.8056 0.4430
H 1.3869 -3.2255 0.0335
H 1.5219 -1.9544 -1.1233
H 1.5859 -1.6124 0.6174
H -0.8617 -2.9160 -0.6051
H -0.7488 -2.0512 0.9134
H -1.0762 -1.2606 -1.9923
H -1.8910 -0.5631 -0.5738
H 0.8768 0.2925 -1.4730
H -0.5921 1.1554 -1.5033
H 1.0996 2.3768 1.4580
H 1.9570 1.7385 0.0165
H 0.5604 2.7738 -0.1675
H -1.0936 1.7826 1.5796
H -2.1874 2.8894 1.8960
O -1.3590 2.4890 2.1918
```

Calculated values
Gap between HOMO and LUMO (spin up / spin down) ... 10.71 / 9.61 eV
Energy above the lowest of the compared OMol25 structures with the same formula, charge and spin ... 8.9 kcal/mol
Lowest unoccupied orbital energy (spin up / spin down) ... 0.99 / -0.60 eV
Charge ... 0
2S+1 ... 2
⟨S²⟩ ... 0.75



Number 1: E_tot -836.32613 hartree. Number 2: E_tot -417.49444 hartree. Number 3: E_tot -417.26357 hartree. Number 4: E_tot -493.06823 hartree. Number 5: E_tot -568.24375 hartree. Number 6: E_tot -328.82289 hartree.